# 1
{"formula": "C16H24BrCl16NO4P", "method": "ωB97M-V/def2-TZVPD", "total_energy_ha": -11257.90180, "lumo_energy_ha": -0.1964, "total_charge": 1, "symbols": ["Br", "Cl", "Cl", "Cl", "Cl", "Cl", "Cl", "Cl", "Cl", "Cl", "Cl", "Cl", "Cl", "Cl", "Cl", "Cl", "Cl", "P", "O", "O", "O", "O", "N", "C", "C", "C", "C", "C", "C", "C", "C", "C", "C", "C", "C", "C", "C", "C", "C", "H", "H", "H", "H", "H", "H", "H", "H", "H", "H", "H", "H", "H", "H", "H", "H", "H", "H", "H", "H", "H", "H", "H", "H"], "positions_angstrom": [[1.507, 0.728, 1.869], [-9.889, -0.674, -1.591], [3.642, 4.185, 2.893], [-4.049, -5.130, -0.440], [6.698, 2.128, 1.778], [10.104, 5.392, -0.464], [-0.058, -1.003, -5.130], [2.218, -2.601, 4.993], [5.049, 6.083, 1.171], [-1.527, -0.426, -2.650], [6.233, -0.624, 2.648], [0.599, 3.359, -7.403], [-10.352, -1.194, 1.250], [2.680, 0.286, 5.058], [8.466, 5.882, 1.909], [-3.347, -7.963, -0.597], [1.916, 0.786, -6.955], [-1.361, -3.375, 0.555], [-0.361, -3.378, 1.638], [-6.107, -0.662, -0.727], [-5.789, 1.022, 0.696], [1.499, 1.032, -0.849], [-1.132, -0.693, -0.229], [-4.660, -6.805, -0.431], [-9.163, -1.166, -0.059], [-3.338, -1.471, 0.171], [1.131, 0.335, 0.033], [8.735, 4.842, 0.506], [5.667, 1.053, 2.722], [0.312, -0.924, -0.298], [-3.876, -0.231, -0.129], [1.857, 2.498, -6.513], [3.429, -1.319, 4.956], [-1.971, -1.676, 0.130], [-1.636, 0.529, -0.549], [-2.989, 0.783, -0.479], [-1.363, -1.514, -4.073], [-5.365, -0.001, -0.081], [4.558, 5.699, 2.819], [-5.367, 0.938, 1.565], [1.649, 2.576, -5.452], [-0.994, 1.348, -0.844], [-4.010, -2.280, 0.434], [8.937, 3.835, 0.854], [0.624, -1.712, 0.396], [-5.346, -6.925, -1.261], [3.934, 6.501, 3.195], [2.817, 2.947, -6.739], [4.098, -1.441, 5.801], [5.447, 5.597, 3.433], [-2.296, -1.503, -4.625], [-1.155, -2.515, -3.710], [-8.746, -2.160, -0.174], [-5.170, -6.978, 0.509], [-3.385, 1.766, -0.702], [-2.476, -4.113, 0.951], [-0.935, -3.918, -0.678], [3.983, -1.387, 4.028], [-8.382, -0.462, 0.196], [4.660, 1.099, 2.323], [5.674, 1.380, 3.755], [7.843, 4.854, -0.109], [0.628, -1.242, -1.293]]}

# 2
{"formula": "C16H24BrCl2O2PS3Ti", "method": "ωB97M-V/def2-TZVPD", "total_energy_ha": -6653.95159, "lumo_energy_ha": -0.2723, "total_charge": 2, "symbols": ["Br", "Ti", "Cl", "Cl", "S", "S", "S", "P", "O", "O", "C", "C", "C", "C", "C", "C", "C", "C", "C", "C", "C", "C", "C", "C", "C", "C", "H", "H", "H", "H", "H", "H", "H", "H", "H", "H", "H", "H", "H", "H", "H", "H", "H", "H", "H", "H", "H", "H", "H", "H"], "positions_angstrom": [[-2.225, -2.003, 0.413], [-0.426, -0.366, 0.158], [-4.071, 2.462, 0.600], [-4.067, 3.591, -4.666], [-0.549, -0.477, 2.760], [2.182, -0.559, 0.897], [0.460, 2.216, 1.035], [0.472, -2.483, -1.087], [0.254, 0.234, -1.557], [-1.723, 0.823, -0.092], [-2.210, 2.040, -3.508], [-0.724, -2.993, -2.354], [0.775, -3.970, -0.098], [2.017, -1.452, 2.462], [1.095, -0.778, 3.462], [1.996, -2.277, -2.051], [-1.650, 1.381, -2.388], [0.137, 2.262, 2.813], [-2.253, 1.472, -1.122], [-0.895, 1.234, 3.245], [-3.370, 2.283, -0.962], [2.940, 0.995, 1.463], [-0.387, 0.778, -2.510], [-3.340, 2.783, -3.338], [2.250, 2.246, 0.948], [-3.911, 2.915, -2.060], [-0.038, -4.137, 0.606], [2.965, 0.965, 2.551], [3.970, 0.971, 1.112], [0.845, -4.826, -0.771], [2.258, -3.249, -2.473], [-1.148, -2.134, -2.873], [-4.796, 3.527, -1.937], [0.114, 0.806, -3.478], [2.615, 3.119, 1.488], [1.503, 0.161, 3.824], [-0.211, -3.624, -3.080], [-1.011, 1.242, 4.329], [-1.741, 1.963, -4.481], [2.820, -1.924, -1.438], [2.470, 2.409, -0.108], [1.647, -2.441, 2.193], [1.083, 2.141, 3.336], [-1.536, -3.548, -1.893], [0.952, -1.430, 4.324], [1.721, -3.884, 0.435], [1.835, -1.575, -2.868], [-0.238, 3.257, 3.051], [3.015, -1.582, 2.881], [-1.873, 1.440, 2.809]]}

We obtain HOMO-LUMO gap values of 6.79; 7.08 eV for the records listed above, in that order.
We obtain E_HOMO values of -0.4459; -0.5325 Ha for the records listed above, in that order.